# C25H33N3O5S

An isolated molecule of C25H33N3O5S at a distorted geometry (ωB97M-V with the def2-TZVPD basis set, OMol25).

Its HOMO energy is -8.13 eV. The calculation puts the LUMO energy at -0.009 Eh. The total charge is 0. As for the SMILES: COc1ccc(/C=C/c2onc(C)c2S(=O)(=O)N2CCC(C(=O)N3CCCCCC3)CC2)cc1. The calculation puts the frontier orbital gap at 7.87 eV. The energy above the lowest of the compared OMol25 structures with the same formula, charge and spin comes out at 3.901 eV. For the total energy, the calculation gives -1911.04246 a.u.

Each line ends with the Mulliken charge.
Geometry (Å):
C -0.028 6.411 4.499  -0.853
O -0.581 5.181 4.094  -0.452
C -0.187 4.643 2.915  0.860
C -0.786 3.427 2.567  -0.559
C -0.456 2.801 1.390  -0.230
C 0.486 3.353 0.510  0.208
C 0.786 2.638 -0.708  0.325
C 1.703 2.978 -1.631  -1.061
C 1.999 2.236 -2.820  0.642
O 2.950 2.778 -3.610  -0.196
N 3.175 1.985 -4.684  -0.846
C 2.383 0.953 -4.586  -0.080
C 2.373 -0.141 -5.580  -1.176
C 1.589 1.050 -3.408  0.413
S 0.448 -0.240 -3.005  1.264
O -0.333 0.125 -1.850  -0.673
O -0.272 -0.602 -4.188  -0.826
N 1.554 -1.451 -2.678  0.177
C 2.232 -1.301 -1.405  -0.626
C 1.751 -2.324 -0.368  -1.013
C 0.261 -2.605 -0.603  2.190
C -0.246 -3.492 0.532  -0.165
O -0.090 -4.701 0.488  -0.721
N -0.806 -2.883 1.603  0.302
C -1.100 -1.469 1.697  -1.265
C -2.403 -1.103 0.976  -0.007
C -3.652 -1.589 1.706  -1.000
C -3.637 -3.084 2.031  -0.704
C -2.677 -3.432 3.171  -0.667
C -1.248 -3.722 2.702  -0.898
C 0.092 -3.318 -1.952  -1.109
C 1.118 -2.802 -2.971  -1.139
C 1.077 4.566 0.870  -0.820
C 0.749 5.205 2.049  -0.604
H -0.256 7.209 3.785  0.344
H 1.056 6.340 4.632  0.341
H -0.493 6.642 5.456  0.242
H -1.510 3.004 3.245  0.451
H -0.927 1.866 1.128  0.309
H 0.199 1.745 -0.874  0.598
H 2.312 3.866 -1.531  0.367
H 2.976 0.140 -6.439  0.428
H 1.349 -0.350 -5.881  0.323
H 2.778 -1.045 -5.127  0.209
H 2.031 -0.285 -1.056  0.309
H 3.312 -1.400 -1.571  0.304
H 2.304 -3.260 -0.464  0.328
H 1.922 -1.934 0.636  0.424
H -0.269 -1.657 -0.641  -0.543
H -0.273 -0.886 1.284  0.470
H -1.178 -1.216 2.757  0.489
H -2.383 -1.529 -0.028  0.177
H -2.454 -0.018 0.867  0.304
H -4.519 -1.371 1.079  0.410
H -3.772 -1.027 2.636  0.356
H -3.372 -3.656 1.140  0.321
H -4.647 -3.376 2.323  0.380
H -2.681 -2.618 3.899  0.374
H -3.032 -4.324 3.689  0.388
H -0.555 -3.607 3.545  0.180
H -1.175 -4.750 2.340  0.529
H 0.221 -4.392 -1.802  0.465
H -0.917 -3.139 -2.324  0.338
H 0.688 -2.778 -3.972  0.509
H 2.013 -3.431 -2.985  0.452
H 1.801 5.027 0.217  0.338
H 1.227 6.142 2.285  0.392


# C29H22BN6OOsS

A structure of composition C29H22BN6OOsS (ωB97M-V with the def2-TZVPD basis set, OMol25).

Its HOMO energy (alpha / beta) is -11.02 / -11.37 eV. The calculation puts the LUMO energy (alpha / beta) at -0.137 / -0.231 Eh. The total charge is +1. Its spin multiplicity is 5. The calculation puts the frontier orbital gap (alpha / beta) at 7.30 / 5.08 eV. For the total energy, the calculation gives -2035.46964 a.u.

Each line ends with the Mulliken charge.
Geometry (Å):
Os 0.424 0.122 0.172  1.667
C 4.645 -0.351 0.774  -0.970
C 5.229 0.860 0.396  -0.296
C 4.416 1.918 0.089  -0.535
C 3.020 1.787 0.139  0.425
N 2.466 0.577 0.393  -0.169
C 3.283 -0.451 0.749  -0.188
N 2.325 2.962 -0.010  -0.513
C 1.054 3.095 0.054  0.282
N 0.077 2.112 0.145  -0.258
C -1.173 2.714 0.118  0.325
N -2.326 2.164 0.098  -0.489
C -2.584 0.814 0.072  0.396
C -3.950 0.498 0.104  -0.386
C -4.375 -0.803 0.100  -0.423
C -3.419 -1.816 0.054  -0.776
C -2.099 -1.464 0.007  -0.065
N -1.655 -0.176 0.010  -0.155
C -0.978 4.173 0.085  0.169
C -1.894 5.207 0.092  -0.191
C -1.383 6.499 0.045  -0.655
C -0.008 6.733 -0.008  -0.625
C 0.903 5.684 -0.017  -0.255
C 0.384 4.405 0.032  0.155
H 5.238 -1.199 1.084  0.416
H 6.305 0.972 0.374  0.430
H 4.805 2.895 -0.153  0.505
H 2.782 -1.363 1.032  0.632
H -4.637 1.330 0.142  0.488
H -5.431 -1.036 0.135  0.434
H -3.689 -2.861 0.059  0.420
H -1.331 -2.220 -0.019  0.289
H -2.957 5.014 0.134  0.548
H -2.062 7.341 0.052  0.415
H 0.352 7.753 -0.041  0.412
H 1.970 5.854 -0.055  0.542
C 4.575 -6.965 -4.871  -0.928
C 3.279 -7.723 -4.906  0.614
O 2.768 -8.194 -5.866  -0.434
S 2.517 -8.067 -3.232  -0.122
C 2.186 -6.474 -2.645  0.621
C 1.938 -6.337 -1.262  -0.880
C 1.606 -5.122 -0.735  -0.532
C 1.514 -3.978 -1.570  0.699
C 1.754 -4.124 -2.960  -0.704
C 2.069 -5.347 -3.485  -0.563
C 1.183 -2.743 -1.038  0.429
C 0.865 -1.638 -0.566  -1.395
H 4.828 -6.641 -5.878  0.278
H 5.343 -7.648 -4.504  0.325
H 4.531 -6.122 -4.187  0.398
H 2.020 -7.205 -0.621  0.426
H 1.415 -5.015 0.324  0.494
H 1.659 -3.259 -3.602  0.466
H 2.199 -5.452 -4.553  0.498
B 0.311 0.086 4.918  0.140
C 0.312 -0.145 3.383  0.152
N 0.324 -0.333 2.231  -0.720
H 1.467 -0.018 5.261  -0.088
H -0.390 -0.780 5.385  -0.086
H -0.132 1.199 5.084  -0.087


# C5H6O3S2

An isolated molecule of C5H6O3S2 at a distorted geometry (ωB97M-V with the def2-TZVPD basis set, OMol25).

Its HOMO energy (alpha / beta) is -4.85 / -9.24 eV. The calculation puts the LUMO energy (alpha / beta) at 0.007 / -0.086 Eh. The total charge is 0. Its spin multiplicity is 3. The calculation puts the frontier orbital gap (alpha / beta) at 5.04 / 6.91 eV. The energy above the lowest of the compared OMol25 structures with the same formula, charge and spin comes out at 3.745 eV. For the total energy, the calculation gives -1215.92569 a.u.

Each line ends with the Mulliken charge.
Geometry (Å):
C -0.907 0.310 -1.363  -0.775
C 0.008 0.292 -0.123  -0.042
C -0.803 -0.924 -1.918  -0.260
C 0.616 -1.063 -0.192  0.443
C 1.690 -1.573 0.445  -0.470
O 0.091 -1.764 -1.248  -0.367
O -0.390 -0.005 2.650  -0.581
O 2.447 -1.164 1.496  -0.373
S -1.261 0.187 1.481  0.245
S 2.510 0.527 1.907  -0.187
H -1.284 1.102 -1.941  0.419
H 0.801 0.984 0.192  0.519
H -1.160 -1.520 -2.724  0.473
H 2.009 -2.544 0.304  0.481
H -1.358 1.552 1.045  0.158
H 1.315 0.574 2.816  0.317


# C8H17Cl4O2P

A cluster of 3 separate species, C8H17Cl4O2P in total at a distorted geometry (ωB97M-V with the def2-TZVPD basis set, OMol25).

Its HOMO energy is -8.61 eV. The calculation puts the LUMO energy at 0.027 Eh. The total charge is 0. As for the SMILES: CC(=O)OCCP.ClCCCl.ClCCCl. The calculation puts the frontier orbital gap at 9.33 eV. For the total energy, the calculation gives -2647.54050 a.u.

Each line ends with the Mulliken charge.
Geometry (Å):
C 2.975 -1.618 3.450  -0.787
C 1.789 -1.676 2.385  0.703
O 2.080 -1.526 1.167  -0.563
O 0.415 -1.838 2.698  -0.322
C -0.191 -0.626 3.227  -0.475
C 0.568 0.733 2.869  0.112
P -0.527 2.151 3.576  -0.005
H 2.911 -2.401 4.272  0.302
H 3.044 -0.593 3.972  0.215
H 3.960 -1.723 2.870  0.287
H -0.392 -0.652 4.355  0.278
H -1.233 -0.553 2.734  0.308
H 0.654 0.955 1.749  -0.312
H 1.578 0.865 3.403  0.147
H -1.191 2.834 2.504  0.024
H 0.392 3.042 4.260  0.064
Cl 0.081 1.726 -0.095  -0.238
C 0.643 0.474 -1.233  0.257
C 1.304 1.070 -2.459  -0.478
Cl 0.141 1.921 -3.507  -0.206
H -0.213 -0.149 -1.499  -0.086
H 1.359 -0.147 -0.690  0.089
H 1.750 0.276 -3.062  0.311
H 2.092 1.774 -2.188  0.378
Cl -4.520 0.454 -3.276  -0.190
C -3.214 0.188 -4.459  -0.144
C -2.741 -1.252 -4.475  -0.463
Cl -1.882 -1.696 -2.979  -0.174
H -2.400 0.877 -4.224  0.014
H -3.615 0.458 -5.438  0.322
H -2.041 -1.402 -5.299  0.274
H -3.573 -1.946 -4.606  0.358


# C20H29N3O4

A structure of composition C20H29N3O4 at a distorted geometry (ωB97M-V with the def2-TZVPD basis set, OMol25).

Its HOMO energy is -8.65 eV. The calculation puts the LUMO energy at 0.019 Eh. The total charge is 0. The calculation puts the frontier orbital gap at 9.17 eV. The energy above the lowest of the compared OMol25 structures with the same formula, charge and spin comes out at 22.902 eV. For the total energy, the calculation gives -1243.97117 a.u.

Each line ends with the Mulliken charge.
Geometry (Å):
C 1.944 2.620 0.545  -0.876
H 1.999 2.800 1.655  0.449
O 0.554 2.885 0.138  -0.462
C -0.539 2.499 0.700  0.349
C -0.646 1.717 1.728  0.057
C -1.593 1.224 2.270  1.272
C -2.711 1.698 1.792  -0.041
C -2.991 2.398 0.622  -1.563
C -1.788 2.898 0.059  -0.535
H -1.775 3.639 -0.618  0.631
H -3.751 2.599 0.190  0.904
H -3.802 1.103 2.022  0.016
C -1.712 0.272 3.442  -1.286
N -0.996 -1.240 2.959  -0.181
C 0.063 -1.558 3.312  0.725
O 1.033 -0.747 4.013  -0.798
C 0.629 -2.807 3.058  -0.424
C -0.405 -3.800 2.524  -1.287
C -1.441 -3.298 1.528  -0.978
C -1.876 -1.965 2.219  -0.793
H -2.844 -2.306 2.833  0.457
H -2.297 -1.307 1.419  0.302
C -0.490 -2.931 0.218  0.611
O -0.180 -3.696 -0.587  -0.680
N -0.245 -1.772 -0.025  0.213
H -0.313 -0.950 0.891  -0.118
C 0.691 -1.026 -0.899  -0.551
H 0.962 -2.253 -1.590  0.331
H 1.810 -0.694 -0.607  -0.104
C 0.107 -0.091 -1.766  -0.844
N 1.023 0.469 -2.705  0.574
C 0.429 1.872 -3.220  -0.540
C 1.684 2.520 -3.880  -0.396
H 1.255 3.623 -4.313  0.276
O 2.138 1.868 -4.977  -0.442
C 2.685 0.355 -4.535  -0.509
C 1.346 -0.260 -3.826  -0.716
H 2.162 -1.143 -3.304  0.240
H 0.718 -0.470 -4.503  0.602
H 3.097 -0.054 -5.497  0.301
H 3.553 0.750 -3.669  0.264
H 2.765 2.805 -3.242  0.146
H 0.275 2.550 -2.358  0.014
H -0.320 1.863 -3.810  0.591
H -0.417 0.598 -1.316  0.373
H -0.812 -0.599 -2.292  0.068
H -2.201 -3.760 1.316  1.478
H -0.102 -4.690 2.217  0.660
H -1.145 -4.295 3.311  0.377
H 1.466 -2.797 2.023  0.140
H 1.155 -3.425 3.775  0.500
H -0.890 0.441 4.145  0.368
H -2.666 -0.156 3.955  0.337
H 0.532 1.317 2.253  -0.027
H 2.084 1.586 0.463  0.288
H 2.788 3.122 -0.055  0.238